Below is C38H52N2O2OsP2 as an isolated structure at a distorted geometry, with properties calculated with ωB97M-V/def2-TZVPD.

Positions of all 97 atoms, in Å:
Os  -0.18277  2.18178  -0.38753
C  -1.77836  3.20883  0.62735
C  -1.73168  3.57600  -0.75625
C  -2.15603  1.29747  -0.60575
C  -2.02528  1.80637  0.72232
C  -1.99729  2.39196  -1.51310
C  -1.89253  4.15802  1.79312
H  -1.47154  5.13535  1.51577
H  -1.36890  3.74454  2.66585
H  -2.95598  4.30865  2.07024
C  -2.48591  1.09019  1.95555
H  -1.96451  1.44143  2.85231
H  -2.34255  0.00675  1.87428
H  -3.56698  1.25073  2.12550
C  -2.79792  -0.01366  -0.94393
H  -3.73179  0.13765  -1.50143
H  -3.02510  -0.59023  -0.04650
H  -2.15544  -0.64534  -1.55972
C  -2.39461  2.33354  -2.95867
H  -3.49528  2.26913  -3.07728
H  -1.97106  1.43810  -3.42553
H  -2.05161  3.22509  -3.48499
C  -1.66948  4.98651  -1.27964
H  -2.69834  5.42305  -1.30295
H  -1.26134  5.00533  -2.29256
H  -1.05505  5.61555  -0.62409
C  4.19390  1.77419  0.91681
C  3.91724  3.05735  1.31016
C  4.44203  4.25259  0.57282
C  4.51009  4.01173  -0.94395
C  3.39492  3.14056  -1.50485
C  3.67380  1.88899  -1.94596
C  4.88701  1.11286  -1.46951
C  5.33381  1.44502  -0.02541
H  5.45315  4.56161  0.90873
H  5.50956  3.62606  -1.19971
H  3.77990  5.10840  0.77334
H  6.08335  2.25122  -0.02664
H  3.79759  0.93038  1.51411
H  3.56442  3.26747  2.32526
H  5.86015  0.56018  0.36188
H  4.62801  0.04871  -1.52713
H  3.24088  1.41330  -2.83626
H  5.77456  1.24159  -2.11014
H  4.49154  5.00465  -1.41728
H  2.45429  3.67264  -1.74596
P  1.05396  1.09890  1.26760
C  1.36295  0.20588  2.78300
C  1.29535  2.94608  1.32622
P  1.20737  0.87940  -1.90166
C  1.99305  0.39030  -0.17772
C  0.93367  2.10300  -3.26270
C  0.72222  -0.76097  -2.62316
H  0.92966  -0.79662  2.68842
H  0.86990  0.71897  3.61703
H  2.43585  0.11095  3.02203
H  2.25920  3.22710  0.85158
H  1.28052  3.19722  2.39591
H  0.54447  3.63663  0.86503
H  1.29251  -0.91730  -3.56401
H  -0.35439  -0.77596  -2.86580
H  0.95037  -1.59677  -1.95661
H  2.01458  -0.72908  -0.09049
H  2.99627  0.83940  -0.11889
H  0.09761  1.78854  -3.90928
H  1.84214  2.21162  -3.86533
H  0.67575  3.09221  -2.82890
O  1.67603  -2.44858  0.13965
C  0.52784  -2.71623  0.55294
N  0.05596  -4.01239  0.66454
C  -1.36182  -4.01179  0.86978
C  -1.55041  -2.52185  1.27670
O  -2.60285  -2.10077  1.79112
N  -0.43371  -1.81919  0.97106
C  -2.14781  -4.28081  -0.42258
C  -3.54163  -4.13984  -0.37491
C  -4.30519  -4.32981  -1.53017
C  -3.67481  -4.69695  -2.72486
C  -2.28438  -4.83160  -2.76416
C  -1.51723  -4.62523  -1.61532
C  -1.73612  -4.90393  2.04015
C  -2.60716  -5.99495  1.92396
C  -2.88713  -6.77674  3.05393
C  -2.31614  -6.45268  4.28847
C  -1.42140  -5.38129  4.38505
C  -1.13207  -4.61745  3.25680
H  0.62132  -4.75732  0.29342
H  -4.02669  -3.89779  0.57767
H  -5.38235  -4.19101  -1.46475
H  -4.27812  -4.87231  -3.61748
H  -1.77782  -5.10095  -3.68758
H  -0.43659  -4.75642  -1.65500
H  -3.09075  -6.22680  0.96295
H  -3.56248  -7.63087  2.94826
H  -2.57377  -7.03994  5.17531
H  -0.94741  -5.12047  5.32499
H  -0.45118  -3.76582  3.33513

Its expectation value of S² is 6.035. For the total energy, the calculation gives -68346.759 eV. As for the multiplicity: 5. Its HOMO energy (alpha / beta) is -10.59 / -13.14 eV. The orbital gap (alpha / beta) comes out at 5.10 / 3.93 eV. The value obtained for the energy above the lowest of the compared OMol25 structures with the same formula, charge and spin is 0.0 kcal/mol. The calculation puts the LUMO energy (alpha / beta) at -5.48 / -9.21 eV. As for the total charge: +2.